Molecular formula: C2H4AgO
Method: DFT, the ωB97M-V functional and the def2-TZVPD basis

CARTESIAN COORDINATES (ANGSTROEM)
Ag -0.63 -1.66 0.11
O 0.02 2.26 -0.87
C 0.30 1.03 -0.60
C -0.17 0.38 0.66
H -1.13 0.80 0.99
H -0.12 -0.28 -1.51
H 1.34 0.68 -0.83
H 0.63 0.32 1.41

HOMO (spin up / spin down) in Ha: -0.2995 / -0.3253
Spin multiplicity: 2
ΔE to the lowest compared entry with this formula, charge and spin in kcal/mol: 0.5

=====

Molecular formula: C2H4Cr
Method: DFT, the ωB97M-V functional and the def2-TZVPD basis

CARTESIAN COORDINATES (ANGSTROEM)
Cr -0.38 0.97 0.93
C -0.04 -0.58 -1.73
C 0.58 -0.12 -0.56
H 0.56 -0.73 -2.64
H 1.65 -0.38 -0.54
H -0.65 -2.18 -1.85
H -1.00 -0.13 -2.03

Total charge: -1
HOMO (spin up / spin down) in Ha: -0.0222 / -0.0537
Spin multiplicity: 6

=====

Molecular formula: C37H34N8O4S2W
Method: DFT, the ωB97M-V functional and the def2-TZVPD basis

CARTESIAN COORDINATES (ANGSTROEM)
W 0.23 -0.87 0.72
S 2.34 0.66 1.34
S -1.86 1.36 0.49
O 3.77 -2.98 1.45
O 2.92 -1.98 3.81
O -0.55 1.55 1.15
O -3.05 1.77 1.16
N 1.53 3.25 1.36
N 1.74 -1.87 1.81
N -1.78 -0.24 0.32
N 0.77 -2.75 -0.33
N -0.21 -0.58 2.99
N -1.26 -2.53 1.28
N 0.73 -0.39 -0.88
N 3.79 2.74 1.00
C -0.59 3.25 -2.81
C -0.29 0.03 5.70
C 0.54 -4.22 -2.18
C -1.78 3.50 -3.49
C 1.56 4.70 1.55
C -0.91 -3.67 1.85
C -1.30 -0.03 3.53
C -2.98 3.07 -2.93
C 2.61 0.17 -4.53
C 1.98 -3.27 -0.08
C -2.58 -2.34 0.98
C -3.56 -3.31 1.21
C 0.06 -3.20 -1.38
C -1.82 -4.69 2.14
C -2.90 -1.08 0.43
C 0.83 -0.86 3.80
C -1.79 2.15 -1.06
C 2.53 -4.28 -0.85
C 2.53 2.40 1.20
C 3.37 -0.02 -3.38
C 0.58 0.03 -3.24
C -4.90 -3.01 0.85
C -3.14 -4.52 1.80
C -5.19 -1.79 0.30
C 1.35 -0.15 -2.09
C 0.84 -0.56 5.15
C 4.39 4.04 0.73
C -0.59 2.58 -1.60
C -4.20 -0.81 0.09
C 1.98 -1.59 3.17
C -3.00 2.41 -1.72
C -1.38 0.28 4.88
C 1.22 0.18 -4.46
C 2.75 -0.18 -2.15
C 1.80 -4.76 -1.92
C -1.77 4.23 -4.80
C 2.64 -2.70 1.14
H -2.06 3.55 -5.61
H -0.32 0.28 6.75
H -2.29 0.72 5.26
H -2.49 5.05 -4.79
H -1.47 -5.60 2.61
H 0.70 4.95 2.17
H 0.63 0.32 -5.36
H -0.49 0.04 -3.16
H 3.51 -4.66 -0.58
H 0.34 2.38 -1.08
H 4.43 1.95 1.00
H 2.46 5.00 2.08
H 5.29 3.87 0.14
H -3.91 3.28 -3.43
H -4.48 0.15 -0.32
H -0.90 -2.72 -1.56
H 3.32 -0.33 -1.24
H 2.19 -5.55 -2.54
H -5.67 -3.75 1.02
H 1.48 5.24 0.61
H -0.79 4.63 -5.03
H 4.45 -0.04 -3.44
H 0.63 2.80 1.46
H -2.14 0.15 2.87
H -3.87 -5.29 2.00
H 0.14 -3.80 2.09
H 0.35 3.59 -3.23
H -0.06 -4.56 -3.01
H -3.94 2.13 -1.26
H -6.21 -1.56 0.03
H 1.71 -0.82 5.73
H 3.72 4.66 0.15
H 4.68 4.55 1.65
H 3.10 0.29 -5.48

Total charge: +2
HOMO in Ha: -0.4936
ΔE to the lowest compared entry with this formula, charge and spin in kcal/mol: 0.0